Record 1
DFT (ωB97M-V/def2-TZVPD) results for C58H48AsCsN3O2PS as an isolated structure at a distorted geometry.

The geometry in XYZ format:
```
115
Properties=species:S:1:pos:R:3:forces:R:3:mulliken_charge:R:1
Cs 0.62256 -0.84979 -0.71522 -1.3335 -0.9860 -0.4591 1.8413
C -2.47606 -2.86401 1.08510 0.0039 -0.0227 0.0260 -0.5104
O -1.13978 -3.08477 1.50283 -0.0830 0.0697 -0.1199 -0.1874
C -0.65800 -4.34926 1.43819 -0.0358 0.0417 0.0530 1.0198
C -1.44005 -5.45998 1.15090 -0.0078 -0.0745 0.0289 -0.7510
C -0.87174 -6.73239 1.14848 0.0595 0.0785 0.0194 -0.6679
C 0.47469 -6.89159 1.43067 -0.0076 0.0194 0.0033 -0.7542
C 1.26082 -5.77436 1.69716 0.0513 -0.0154 -0.0023 -0.3948
C 0.71896 -4.49641 1.70033 -0.1368 -0.1192 -0.0238 -0.0137
N 1.46743 -3.30528 1.80380 -0.3019 0.0920 -0.2239 0.0557
N 2.56738 -3.44091 2.38838 0.4150 -0.1313 0.1487 -0.1484
C 3.44793 -2.38479 2.39099 0.2767 0.0642 -0.0722 -0.4654
C 3.17545 -1.09809 1.81141 0.0545 -0.2323 0.1483 -0.4338
O 2.06125 -0.76551 1.34740 1.0412 0.3102 0.9556 -0.0998
C 4.27845 -0.14197 1.79250 -0.1088 -0.0163 -0.0215 -1.0653
C 5.47942 -0.41698 2.32878 0.0802 -0.0805 0.1247 -0.9522
C 5.74920 -1.67458 2.97434 0.0027 0.0881 -0.0234 0.9965
C 7.00136 -1.94067 3.55387 -0.0250 0.0187 -0.0021 -0.8594
C 7.26201 -3.13728 4.17833 -0.0188 -0.0186 -0.0085 -0.5030
C 6.24724 -4.10664 4.23343 -0.0103 0.0534 -0.0114 -0.6967
C 5.01656 -3.87242 3.66683 -0.0119 0.0369 -0.0116 -0.5815
C 4.72714 -2.65027 3.01151 -0.1582 -0.0526 -0.1060 1.5585
H -3.18820 -3.38930 1.73017 0.0144 0.0033 0.0207 0.4007
H -2.62406 -3.17704 0.04788 0.0207 -0.0048 -0.0131 0.3723
H -2.64436 -1.79345 1.15869 0.0242 0.0267 0.0031 -0.1170
H -2.49021 -5.34241 0.92488 0.0109 -0.0017 -0.0048 0.3708
H -1.48966 -7.59019 0.90990 0.0141 0.0114 0.0108 0.3577
H 0.92198 -7.87845 1.41372 0.0085 0.0187 0.0090 0.3555
H 2.32513 -5.86581 1.87414 -0.0168 -0.0136 -0.0077 0.3758
H 4.07098 0.80743 1.31121 0.0003 -0.0318 -0.0111 0.5398
H 6.27660 0.31981 2.28985 -0.0017 -0.0160 0.0088 0.2989
H 7.76795 -1.17364 3.49758 -0.0163 -0.0078 0.0021 0.3512
H 8.23356 -3.33024 4.61876 -0.0289 0.0017 -0.0016 0.3691
H 6.43678 -5.05209 4.72961 -0.0149 -0.0063 -0.0072 0.3719
H 4.23743 -4.62146 3.71020 0.0339 -0.0001 0.0043 0.3651
C -0.82779 -3.08841 -4.38648 0.0251 0.0915 0.0481 -0.7347
C -1.86346 -3.78268 -3.76419 -0.0198 0.0533 0.0425 -0.9958
C -2.71822 -3.09091 -2.92092 -0.0970 0.0449 0.0516 -0.5375
C -2.53733 -1.71300 -2.70092 0.0778 -0.2775 -0.1240 0.7117
C -1.47933 -0.98205 -3.27549 -0.0308 0.1395 -0.1292 0.7597
C -0.63798 -1.73550 -4.11512 -0.1180 -0.1604 -0.0505 -0.6803
C -3.53445 -1.01274 -1.84646 0.0711 -0.0636 0.0738 -0.6992
C -4.92750 -1.29371 -2.01332 0.0138 -0.0473 -0.0427 -0.7009
C -5.85207 -0.64405 -1.26265 -0.0553 0.0306 0.0340 -1.4821
C -5.42556 0.30615 -0.30428 0.0475 0.0165 -0.0061 1.3470
C -6.31022 1.03426 0.52453 -0.0145 -0.0203 -0.0148 -0.7925
C -5.82735 1.92583 1.43993 0.0978 0.0300 0.0053 -0.7306
C -4.43183 2.12496 1.56468 -0.1195 0.0165 0.0437 -0.4473
C -3.56031 1.44354 0.76625 0.0631 -0.0257 -0.0166 -0.0727
C -4.03310 0.51648 -0.19441 0.0204 0.0513 -0.0472 -0.6983
N -3.11619 -0.13427 -0.96166 0.0071 -0.1027 0.0183 0.6803
H -0.17167 -3.61191 -5.07672 0.0489 -0.0011 0.0391 0.3796
H -1.99517 -4.84693 -3.92475 -0.0044 0.0020 -0.0091 0.3375
H -3.51652 -3.63460 -2.41396 0.0143 0.0273 -0.0419 0.3788
H 0.20602 -1.23189 -4.58723 0.0115 -0.0504 -0.0221 0.2583
H -5.22709 -2.00804 -2.76861 0.0289 -0.0096 -0.0076 0.6219
H -6.91359 -0.83214 -1.39004 0.0039 -0.0001 -0.0092 0.3563
H -7.37912 0.87118 0.42442 0.0330 -0.0055 -0.0169 0.3851
H -6.51085 2.48232 2.06881 0.0062 0.0031 0.0308 0.3808
H -4.05158 2.81600 2.30762 -0.0181 0.0103 -0.0167 0.3355
H -2.48896 1.57669 0.85001 -0.0102 -0.0073 -0.0201 0.7260
S 2.72241 0.57039 -2.54341 0.4974 0.3680 -0.4548 -0.5498
C 2.18217 1.20372 -4.07943 -0.2305 0.0030 -0.0002 0.4730
C 3.04236 1.27634 -5.19182 -0.0780 0.0032 -0.0283 -0.6830
C 2.60593 1.73831 -6.42375 -0.0089 -0.0174 0.0868 -0.4729
C 1.28725 2.14443 -6.59721 0.0491 -0.0242 0.0342 -0.7626
C 0.42337 2.10060 -5.50954 0.0202 -0.0598 0.0564 -0.3600
C 0.85059 1.65925 -4.26041 0.1765 -0.0582 -0.0111 -0.3510
As -0.30513 1.60435 -2.67048 -0.2865 1.1339 -0.2402 1.1938
C 0.31528 3.35707 -1.84552 -0.0580 0.0636 0.0451 0.4975
C -0.58693 3.99094 -0.98300 0.0532 -0.0127 -0.0614 -0.5270
C -0.23906 5.11796 -0.25038 0.0339 -0.0228 -0.0228 -0.3998
C 1.04899 5.63392 -0.34643 -0.0038 -0.0710 -0.0548 -0.5900
C 1.96518 5.00980 -1.18444 -0.0614 -0.0137 0.0031 -0.5910
C 1.60112 3.88718 -1.92656 0.0286 0.0388 -0.0341 -0.6593
C -1.88361 2.52291 -3.50345 -0.1217 0.0486 -0.1468 -0.8576
C -1.85000 3.87115 -3.87926 -0.0507 -0.0965 0.0252 0.1551
C -2.95540 4.50180 -4.43754 -0.0113 -0.0652 0.0185 -0.8537
C -4.13636 3.79683 -4.63919 0.0646 -0.0348 0.0201 -0.4612
C -4.18467 2.45329 -4.29420 0.0556 0.0264 0.0150 -0.5521
C -3.06861 1.82680 -3.74567 0.0824 -0.0109 0.0977 0.2662
H 4.06428 0.94181 -5.06094 0.0133 0.0057 -0.0059 0.3739
H 3.29767 1.77515 -7.25937 0.0195 -0.0148 0.0040 0.2884
H 0.93544 2.49104 -7.56247 -0.0042 -0.0068 0.0120 0.3628
H -0.60430 2.41109 -5.64531 -0.0131 0.0103 0.0089 0.2983
H -1.59483 3.59407 -0.89152 -0.0387 0.0081 0.0071 0.3185
H -0.96832 5.58943 0.40152 0.0096 -0.0225 -0.0166 0.3852
H 1.33532 6.50781 0.22860 -0.0004 -0.0130 -0.0060 0.3115
H 2.97626 5.39645 -1.25976 -0.0131 -0.0164 -0.0124 0.3559
H 2.33525 3.41384 -2.56803 -0.0097 -0.0229 0.0186 0.2396
H -0.94072 4.44017 -3.74162 0.0553 0.0272 0.0270 0.5385
H -2.89179 5.54760 -4.71812 0.0104 -0.0026 0.0047 0.3765
H -5.00222 4.28781 -5.07055 0.0091 -0.0098 0.0099 0.3427
H -5.09296 1.88297 -4.45739 0.0129 -0.0120 0.0109 0.4130
H -3.08559 0.77080 -3.51367 -0.0117 0.0420 -0.0436 -0.3287
C -1.05291 3.22199 3.88774 0.0165 -0.0380 0.0188 -1.5047
P -0.59597 1.57501 3.19487 0.0193 -0.0588 0.0403 0.5469
C 0.46955 2.12394 1.80148 -0.0951 -0.0813 0.1033 0.8067
C 0.71474 1.00451 4.35077 0.0918 -0.0490 -0.0622 0.3438
C 1.19630 -0.29339 4.14048 -0.0941 0.0546 0.0654 -0.2646
C 2.24331 -0.79605 4.90142 -0.0645 -0.0058 0.1157 -0.4793
C 2.81028 -0.01753 5.90330 -0.0231 0.0519 -0.0185 -0.7046
C 2.32803 1.26335 6.13516 -0.0135 -0.0045 -0.0350 -0.6220
C 1.29124 1.77284 5.35944 0.0084 -0.0314 0.0466 -0.3645
H -0.19283 3.88907 3.97959 -0.0063 0.0156 0.0163 0.4015
H -1.53442 3.10544 4.86089 -0.0015 0.0284 -0.0217 0.4031
H -1.76811 3.68450 3.20336 0.0190 -0.0126 0.0146 0.3102
H 1.06765 2.99569 2.07279 0.0449 0.0146 -0.0397 0.4696
H -0.13166 2.36271 0.92493 -0.0060 0.0524 0.0066 -0.5466
H 1.12990 1.29608 1.55092 0.1380 -0.0657 -0.0449 -0.6842
H 0.77807 -0.89933 3.34220 0.0051 0.0082 0.1044 0.3990
H 2.62343 -1.79145 4.69938 -0.0727 0.1173 0.0861 0.4505
H 3.63615 -0.40384 6.48937 -0.0217 -0.0095 -0.0010 0.3773
H 2.77094 1.87737 6.91158 -0.0099 0.0015 -0.0050 0.3630
H 0.94312 2.78221 5.54504 -0.0010 -0.0069 -0.0043 0.2225
```
Positions in Å, forces in eV/Å.

Its largest force on an atom is 1.72 eV/Å. The calculation puts the total energy at -151001.10018 eV. The highest occupied orbital energy is -1.36 eV. As for the charge: -2. For the LUMO energy, the calculation gives 3.63 eV.


Record 2
DFT (ωB97M-V/def2-TZVPD) results for C58H48BCaCl2F7N3O6P as an isolated structure.

The geometry in XYZ format:
```
127
Properties=species:S:1:pos:R:3:forces:R:3:mulliken_charge:R:1
Ca 0.80524 1.66076 1.01342 -0.0223 0.2059 0.3115 1.7804
C -3.62832 -2.18755 4.13100 -0.0043 0.0813 -0.0262 -0.5606
O -3.81821 -0.99516 3.39164 0.0924 -0.0475 0.0177 -0.0683
C -4.69229 -0.07415 3.85313 -0.0159 -0.0694 -0.0557 1.3060
C -5.59518 -0.30470 4.88200 -0.0029 -0.0114 -0.0096 -0.8656
C -6.54267 0.65697 5.22048 0.0262 0.0318 -0.0408 -0.7432
C -6.58361 1.85558 4.53027 -0.0012 -0.0211 0.0150 -0.6707
C -5.64732 2.10696 3.53456 0.0515 0.0310 0.0419 -0.6491
C -4.68238 1.16931 3.18908 -0.0417 0.1435 0.0682 -0.1259
N -3.77240 1.44776 2.16705 -0.0490 -0.0828 -0.0592 0.3492
C -2.40269 1.16008 2.15605 0.0772 0.0052 0.2785 -1.0512
N -1.85432 1.09717 3.40131 0.0261 -0.0697 -0.2749 0.0416
C -0.69590 0.35991 3.80806 -0.1878 -0.0509 -0.0505 0.5001
C 0.40851 0.18507 2.98494 0.2685 -0.0783 0.3062 -1.1373
C 1.46682 -0.52676 3.59129 -0.0453 -0.0870 -0.0429 -0.5582
C 1.42737 -1.02576 4.88379 -0.0481 -0.0010 -0.0341 -0.9827
C 0.28932 -0.83094 5.66821 0.0405 0.0123 0.0226 -0.4788
C -0.76693 -0.12630 5.12236 0.0098 -0.1165 -0.0481 1.2038
O -1.94669 0.12742 5.81512 -0.0542 0.0657 0.1457 -0.1459
C -1.86704 0.11272 7.22239 -0.0149 -0.0311 -0.0878 -1.1688
N -1.74092 1.02876 1.06155 -0.1913 0.3024 -0.0016 2.7244
C -2.49065 1.11547 -0.14317 0.1067 0.0401 0.0256 -1.4918
C -2.76578 2.38308 -0.66141 -0.0078 -0.0289 0.0074 -0.1049
C -3.48187 2.56820 -1.83384 0.0072 -0.0092 0.0245 -1.1829
C -3.93047 1.45617 -2.53308 -0.0096 0.0019 0.0128 -0.8540
C -3.65194 0.19152 -2.04786 0.0200 -0.0038 -0.0011 -0.4920
C -2.93482 -0.00096 -0.86667 0.0045 -0.0312 -0.0521 0.3584
O -2.76407 -1.30862 -0.54094 -0.0037 -0.0545 0.0920 -0.6180
C -1.92257 -1.69846 0.54803 0.0142 -0.0102 -0.0972 0.6427
H -2.81416 -2.71441 3.63971 0.0084 -0.0055 -0.0251 -0.2529
H -4.52887 -2.80897 4.11445 -0.0063 -0.0102 0.0128 0.3946
H -3.34054 -1.96069 5.15945 -0.0008 0.0114 0.0246 0.3438
H -5.57674 -1.25183 5.40255 -0.0146 0.0074 0.0102 0.3956
H -7.24665 0.45681 6.01897 0.0113 0.0003 -0.0133 0.3875
H -7.31938 2.61013 4.77617 -0.0061 -0.0048 0.0106 0.3682
H -5.63822 3.06087 3.01906 -0.0019 -0.0214 0.0122 0.4473
H -4.09484 2.00598 1.39356 -0.0439 -0.0748 -0.0531 0.3412
H -2.50729 1.26369 4.14774 0.0000 0.0181 0.0697 0.4565
H 2.39292 -0.67319 3.03587 -0.0226 0.0294 -0.0002 0.2591
H 2.28272 -1.54838 5.30092 -0.0093 -0.0001 0.0067 0.4182
H 0.24537 -1.20404 6.68341 0.0095 -0.0089 -0.0042 0.3457
H -2.78394 0.56763 7.59410 -0.0212 0.0037 -0.0085 0.2468
H -1.00338 0.68436 7.57201 0.0025 0.0080 0.0131 0.3906
H -1.79505 -0.90753 7.61484 0.0125 -0.0126 0.0024 0.3483
H -2.35317 3.22379 -0.11514 -0.0068 0.0054 -0.0032 0.8655
H -3.66522 3.56953 -2.20431 -0.0001 -0.0123 0.0003 0.3702
H -4.48525 1.56737 -3.45778 0.0144 0.0078 0.0134 0.3994
H -3.97656 -0.69626 -2.57699 0.0041 0.0043 -0.0019 0.4380
H -1.80943 -2.77709 0.43943 -0.0061 0.0093 -0.0063 0.4789
H -2.38728 -1.47077 1.50699 -0.0171 -0.0226 -0.0081 -0.6490
H -0.95250 -1.20700 0.50035 0.0279 -0.0411 -0.0137 -0.1506
Cl 3.74006 -0.36400 0.12095 0.1150 -0.0862 -0.1318 0.2039
C 4.20390 -1.85258 0.86903 0.1227 0.2329 0.0092 0.1892
C 5.50652 -1.98967 1.32768 -0.0230 -0.0223 0.0359 -0.7988
C 5.88904 -3.17482 1.93523 -0.0295 -0.0273 0.0059 -0.5711
C 4.97156 -4.20929 2.08172 0.0010 0.0634 -0.0198 -0.7821
C 3.67358 -4.05136 1.61728 0.0012 -0.0032 0.0273 -0.5925
C 3.26413 -2.86857 1.00260 -0.0828 -0.1884 -0.0331 -0.1059
P 1.57200 -2.52640 0.37569 -0.1202 0.0877 0.0345 1.7337
C 0.65638 -3.95201 1.08960 0.0639 -0.0498 0.0544 -0.0428
C 0.35433 -5.13402 0.41859 -0.0240 -0.0097 0.0066 -0.4688
C -0.39534 -6.12832 1.03851 0.0096 0.0185 -0.0069 -0.7325
C -0.83887 -5.95823 2.34219 0.0146 0.0094 0.0034 -0.6645
C -0.53982 -4.78247 3.02142 0.0140 0.0259 -0.0181 -0.4647
C 0.18788 -3.78004 2.39650 -0.0195 -0.0434 -0.0018 0.0052
C 1.73747 -3.03640 -1.37841 0.0163 0.0235 -0.0590 0.1076
C 2.84637 -3.68530 -1.91456 -0.0157 -0.0532 -0.0325 -0.4661
C 2.89616 -4.00487 -3.26749 -0.0036 0.0090 0.0643 -0.7616
C 1.83352 -3.68296 -4.09865 -0.0105 0.0408 0.0157 -0.6649
C 0.72559 -3.02605 -3.57610 0.0415 0.0043 -0.0165 -0.6343
C 0.68391 -2.69436 -2.23062 -0.0341 0.0316 0.0441 -0.0223
H 6.19087 -1.15880 1.22005 -0.0048 -0.0219 0.0080 0.5018
H 6.90235 -3.28369 2.30322 -0.0189 -0.0073 -0.0015 0.3287
H 5.26247 -5.13658 2.56048 0.0086 0.0131 -0.0032 0.3916
H 2.95943 -4.85696 1.73725 0.0000 -0.0034 -0.0041 0.4418
H 0.69725 -5.27538 -0.59989 0.0041 0.0045 0.0138 0.4356
H -0.63051 -7.03811 0.49850 -0.0010 0.0024 0.0036 0.3816
H -1.41965 -6.73479 2.82628 0.0009 0.0052 -0.0081 0.3186
H -0.88218 -4.63597 4.03951 -0.0040 -0.0039 -0.0041 0.4948
H 0.38868 -2.84941 2.92012 0.0158 0.0072 -0.0090 -0.0066
H 3.68208 -3.94315 -1.27525 0.0115 0.0097 0.0048 0.3599
H 3.77334 -4.49893 -3.66933 -0.0145 0.0036 -0.0006 0.3915
H 1.87871 -3.91809 -5.15535 -0.0105 0.0020 0.0034 0.3693
H -0.09357 -2.73521 -4.22261 0.0145 -0.0059 0.0015 0.3414
H -0.16059 -2.13135 -1.84769 0.0297 -0.0054 0.0228 0.2020
C 1.20720 5.46519 -5.47842 0.0050 0.0094 -0.0351 -1.6175
C 2.09362 4.66960 -4.56340 0.1079 0.0078 -0.0421 1.2148
C 3.33761 4.21009 -4.96925 -0.0239 -0.0017 -0.0219 -0.7757
C 4.11667 3.45247 -4.10885 0.0445 -0.0314 -0.0270 0.2678
Cl 5.68489 2.87757 -4.66278 -0.1077 0.0150 0.0257 -0.3147
C 3.67774 3.13553 -2.83975 -0.0199 0.0195 0.0054 -1.1699
C 2.43723 3.59585 -2.41766 0.1052 0.0560 -0.0146 0.0029
C 1.65215 4.36361 -3.27028 -0.1004 -0.0119 0.0058 0.5128
O 0.42410 4.83749 -2.94494 0.0964 -0.0068 -0.0149 -0.5335
C -0.22994 4.15800 -1.87436 -0.0471 0.0343 -0.1436 0.7150
C 0.13321 4.61190 -0.45094 -0.0645 -0.2044 0.1035 0.2073
O 0.43190 5.77868 -0.23187 0.0121 -0.0647 -0.0381 -0.8193
O -0.00880 3.65175 0.38695 0.0394 0.3999 0.0351 -1.0428
H 1.62750 5.50597 -6.48465 0.0096 0.0006 0.0197 0.4016
H 1.07401 6.48616 -5.11228 0.0042 -0.0221 0.0164 0.3235
H 0.21116 5.02109 -5.53070 0.0264 -0.0175 0.0054 0.2799
H 3.69398 4.42678 -5.96921 -0.0057 -0.0075 0.0046 0.3203
H 4.28201 2.53909 -2.16926 0.0098 0.0105 -0.0097 0.6043
H 2.11291 3.34646 -1.41851 -0.0180 0.0219 -0.0136 0.2578
H -0.07541 3.08321 -1.97876 -0.0359 -0.0027 0.0692 -0.4782
H -1.29002 4.36712 -2.01112 -0.0513 0.0311 -0.0342 0.0592
F 1.09900 -0.13363 -8.71942 -0.0071 0.0049 -0.0442 -0.2866
C 0.99047 1.08806 -8.13602 -0.0102 0.0294 0.1636 0.7576
F 2.08106 1.77826 -8.54039 -0.0206 -0.0010 -0.0626 -0.2660
F -0.07803 1.68297 -8.70507 0.0216 -0.0037 -0.0597 -0.3062
C 0.88730 1.00501 -6.65079 0.0294 0.0019 0.0037 0.6416
C 1.98461 0.54092 -5.92994 0.0412 -0.0278 0.0746 -1.0868
C 1.91689 0.43742 -4.55505 -0.0217 0.0097 -0.0198 -0.3533
C 0.74877 0.79580 -3.86116 0.0806 0.0563 0.0752 0.6224
C -0.34398 1.26056 -4.60291 -0.0222 0.0091 -0.0393 0.0127
C -0.27490 1.36554 -5.98405 -0.0539 -0.0066 0.0834 -0.9586
C 0.70168 0.71891 -2.43724 -0.0114 -0.2873 -0.0237 -1.2470
C 0.70186 0.64683 -1.21095 0.0312 0.0030 -0.4322 0.2343
H 2.89809 0.26951 -6.44625 -0.0117 0.0152 -0.0043 0.4058
H 2.76703 0.08619 -3.98452 0.0034 0.0087 -0.0178 0.7619
H -1.24628 1.54138 -4.07298 0.0025 0.0105 -0.0152 0.2986
H -1.12698 1.73369 -6.53982 -0.0016 0.0011 -0.0066 0.4366
F 3.11445 2.53902 0.80761 0.0329 -0.2131 -0.0934 -0.1269
B 3.49613 2.66973 2.19899 0.0807 0.1846 -0.0614 0.2056
F 4.19983 1.53341 2.59995 -0.0365 0.0608 -0.0436 -0.3878
F 2.25673 2.74450 2.87589 -0.0707 -0.0518 0.0877 -0.4282
F 4.25468 3.81694 2.37356 -0.0890 -0.1099 0.0046 -0.3636
```
Positions in Å, forces in eV/Å.

Its largest force on an atom is 0.43 eV/Å. The calculation puts the total energy at -150162.83820 eV. The highest occupied orbital energy is -2.96 eV. The relative energy (zero: lowest compared OMol25 entry of this formula, charge and spin) is 0.0000 eV. As for the charge: -2. For the LUMO energy, the calculation gives 3.55 eV.